Below is a cluster of 4 separate species, C3H7N3O in total at a distorted geometry, with properties calculated with ωB97M-V with the def2-TZVPD basis set.

Output
* E_HOMO: -0.3496 Eh
* energy: -357.69491 Eh
* multiplicity: 1
* net charge: 0

Structure (XYZ):
```
14
Properties=species:S:1:pos:R:3:forces:R:3
C -2.67177 -0.24563 0.17127 -2.0191 -1.1274 -2.0558
C -0.36923 0.24496 -0.35768 -3.7943 2.9581 4.0828
C 3.21064 -0.19725 0.05133 0.5951 -0.8573 2.7894
H -3.24558 -0.64769 1.62014 1.9179 1.0915 -4.3970
H -2.68717 1.25470 -0.15049 0.4206 -5.0229 1.3128
H -3.28456 -1.01470 -0.96326 1.1735 2.4013 3.9565
H -0.04724 2.11361 -0.03497 -0.5847 -0.3585 -0.4836
H 0.70191 -1.25213 -0.41628 0.8884 -2.2303 0.1154
H 3.48703 -1.33125 0.10004 -0.8829 1.7627 -1.0512
H 4.14439 0.41303 0.52965 -2.7559 -0.9657 -1.3702
N -0.85518 1.46530 -0.11744 3.5912 -2.0577 -1.1681
N 0.86840 -0.29009 -0.43033 1.9138 0.8079 0.0487
N 2.02118 0.31765 0.08147 0.6412 0.4098 -1.4562
O -1.27282 -0.83051 -0.08345 -1.1050 3.1885 -0.3234
```
Forces are in eV/Å.